DFT (ωB97M-V/def2-TZVPD) results for a molecular structure, C23H38BN7O2RuS3.

- Calculated total energy: -74756.5717 eV
- Largest force on an atom: 2.52 eV/Å
- 2S+1: 6
- Charge: +1
- Frontier orbital gap (spin up / spin down): 0.296 / 0.260 hartree

CARTESIAN COORDINATES (ANGSTROEM)
Ru (-0.75, -0.82, -0.65)
C (-2.85, 4.27, -0.70)
C (-3.28, 3.20, 0.32)
C (-4.19, 3.81, 1.36)
C (-4.04, 2.05, -0.36)
N (-2.03, 2.70, 1.01)
C (-1.75, 2.90, 2.35)
C (-0.49, 2.49, 2.54)
N (0.01, 2.03, 1.35)
B (1.48, 1.46, 1.30)
N (1.55, 0.03, 1.95)
C (2.79, -0.51, 2.22)
C (2.62, -1.80, 2.58)
N (1.26, -2.06, 2.53)
C (0.63, -0.95, 2.11)
S (-1.09, -0.80, 1.73)
C (0.62, -3.41, 2.86)
C (-0.36, -3.23, 4.02)
C (-0.06, -4.01, 1.63)
C (1.71, -4.35, 3.32)
N (2.05, 1.48, -0.15)
C (2.40, 2.68, -0.72)
C (2.76, 2.46, -1.99)
N (2.62, 1.10, -2.22)
C (2.17, 0.52, -1.09)
S (1.68, -1.16, -0.93)
C (2.94, 0.40, -3.54)
C (4.06, -0.62, -3.29)
C (1.69, -0.23, -4.15)
C (3.46, 1.44, -4.50)
C (-0.95, 2.15, 0.42)
S (-0.84, 1.53, -1.23)
H (-3.74, 4.63, -1.20)
H (-2.17, 3.88, -1.45)
H (-2.40, 5.13, -0.19)
H (-5.08, 4.13, 0.85)
H (-3.76, 4.69, 1.84)
H (-4.50, 3.10, 2.12)
H (-4.98, 2.44, -0.73)
H (-4.24, 1.25, 0.37)
H (-3.50, 1.65, -1.21)
H (-2.44, 3.33, 3.02)
H (0.11, 2.48, 3.43)
H (2.15, 2.20, 1.95)
H (3.69, 0.06, 2.15)
H (3.34, -2.53, 2.88)
H (-1.20, -2.57, 3.79)
H (0.15, -2.87, 4.92)
H (-0.77, -4.22, 4.26)
H (-0.95, -3.46, 1.34)
H (-0.35, -5.04, 1.86)
H (0.62, -4.05, 0.78)
H (2.20, -4.01, 4.25)
H (2.46, -4.52, 2.54)
H (1.25, -5.32, 3.52)
H (2.38, 3.60, -0.17)
H (3.10, 3.17, -2.73)
H (3.74, -1.43, -2.64)
H (4.96, -0.17, -2.89)
H (4.32, -1.08, -4.24)
H (1.38, -1.14, -3.63)
H (1.92, -0.46, -5.19)
H (0.86, 0.48, -4.14)
H (4.39, 1.91, -4.19)
H (2.72, 2.21, -4.71)
H (3.66, 0.94, -5.46)
N (-3.08, -1.37, -1.07)
C (-3.18, -2.83, -1.08)
C (-1.90, -3.45, -1.49)
O (-1.78, -4.62, -1.73)
O (-0.85, -2.60, -1.58)
H (-3.75, -0.92, -0.45)
H (-3.18, -0.98, -2.00)
H (-3.99, -3.20, -1.71)
H (-3.41, -3.19, -0.08)

Okay, here come the Löwdin numbers, in e, for every atom: 0.959 -0.022 -0.529 -0.051 -0.048 0.021 -0.021 -0.051 0.013 -0.540 0.025 -0.049 -0.018 0.025 -0.630 0.661 -0.527 -0.040 -0.039 -0.053 0.017 -0.054 -0.022 0.021 -0.644 0.704 -0.537 -0.037 -0.037 -0.062 -0.639 0.650 0.096 0.045 0.096 0.091 0.097 0.098 0.092 0.092 0.029 0.119 0.136 0.126 0.134 0.121 0.049 0.096 0.099 0.030 0.105 0.096 0.100 0.092 0.098 0.131 0.124 0.047 0.096 0.095 0.049 0.095 0.091 0.092 0.091 0.107 -0.046 -0.161 -0.621 0.105 -0.312 0.073 0.093 0.132 0.135

=====

DFT (ωB97M-V/def2-TZVPD) results for 3 unconnected molecules or ions with the total composition C8H14Cl4O3.

- Calculated total energy: -64744.6052 eV
- Largest force on an atom: 7.07 eV/Å
- 2S+1: 2
- Charge: +1
- Frontier orbital gap (spin up / spin down): 0.321 / 0.091 hartree

CARTESIAN COORDINATES (ANGSTROEM)
C (-0.15, -0.48, 2.53)
C (1.10, 0.12, 3.09)
C (1.83, 1.09, 2.28)
O (1.78, 2.35, 3.00)
C (1.30, 2.08, 4.20)
O (1.20, 2.93, 5.08)
O (0.76, 0.88, 4.23)
H (-0.62, -1.13, 3.27)
H (0.17, -1.22, 1.80)
H (-0.86, 0.23, 2.09)
H (1.78, -0.61, 3.52)
H (1.40, 1.23, 1.29)
H (2.84, 0.72, 2.14)
Cl (2.73, 1.46, -3.77)
C (2.32, -0.26, -3.70)
C (1.07, -0.64, -2.83)
Cl (1.23, -0.31, -1.08)
H (3.16, -0.80, -3.27)
H (2.32, -0.71, -4.69)
H (0.74, -1.66, -3.02)
H (0.28, 0.00, -3.23)
Cl (-2.28, -2.51, -1.20)
C (-3.08, -0.90, -0.93)
C (-3.74, -0.30, -2.20)
Cl (-2.55, -0.20, -3.50)
H (-2.35, -0.23, -0.49)
H (-3.75, -0.97, -0.08)
H (-4.00, 0.75, -2.06)
H (-4.62, -0.89, -2.48)

Okay, here come the natural (NBO) numbers, in e, for every atom: -0.646 0.060 -0.116 -0.375 0.947 0.036 -0.387 0.256 0.266 0.238 0.225 0.254 0.238 -0.033 -0.410 -0.382 -0.105 0.216 0.242 0.242 0.232 -0.064 -0.377 -0.397 -0.052 0.204 0.224 0.234 0.232

=====

DFT (ωB97M-V/def2-TZVPD) results for 9 unconnected molecules or ions with the total composition C47H108N4O9.

- Calculated total energy: -74871.7077 eV
- Largest force on an atom: 2.80 eV/Å
- SMILES string: CC1(C)CCCC(C)(C)N1O.CC1(C)CCCC(C)(C)N1O.CC1(C)CCCC(C)(C)N1O.CC1(C)CCCC(C)(C)N1O.CC(C)O.CCO.CCO.CCO.CCO
- Energy relative to the best compared isomer or geometry (same formula, charge and spin): 0.0 kJ/mol
- Frontier orbital gap: 0.314 hartree

CARTESIAN COORDINATES (ANGSTROEM)
C (-0.06, 7.52, -1.53)
C (1.03, 6.55, -2.11)
C (2.18, 6.52, -1.10)
C (3.28, 5.55, -1.47)
C (2.65, 4.21, -1.35)
C (1.37, 4.01, -2.32)
N (0.49, 5.19, -2.16)
O (-0.70, 5.08, -2.95)
C (1.84, 3.75, -3.82)
C (0.58, 2.83, -1.86)
C (1.57, 7.14, -3.46)
H (-0.82, 7.58, -2.26)
H (0.26, 8.52, -1.29)
H (-0.56, 7.08, -0.68)
H (2.50, 7.55, -1.24)
H (1.76, 6.32, -0.11)
H (4.06, 5.60, -0.72)
H (3.65, 5.77, -2.45)
H (2.37, 3.88, -0.32)
H (3.32, 3.47, -1.75)
H (2.25, 2.75, -3.81)
H (1.03, 3.88, -4.51)
H (2.66, 4.43, -4.11)
H (1.21, 1.93, -2.02)
H (0.30, 2.92, -0.84)
H (-0.24, 2.70, -2.56)
H (1.69, 8.24, -3.36)
H (0.85, 6.95, -4.26)
H (2.51, 6.75, -3.73)
H (-0.52, 5.22, -3.89)
C (5.16, -2.14, -0.48)
C (4.13, -1.03, -0.63)
C (4.70, 0.17, -1.42)
C (4.93, -0.28, -2.85)
C (3.61, -0.47, -3.52)
C (2.81, -1.65, -2.87)
N (2.89, -1.44, -1.35)
O (2.43, -2.63, -0.80)
C (1.33, -1.62, -3.23)
C (3.45, -3.01, -3.43)
C (3.66, -0.52, 0.73)
H (6.08, -1.76, -0.14)
H (5.37, -2.60, -1.42)
H (4.86, -2.87, 0.27)
H (4.10, 1.07, -1.43)
H (5.68, 0.47, -0.96)
H (5.61, -1.15, -2.94)
H (5.49, 0.52, -3.34)
H (3.74, -0.63, -4.61)
H (2.94, 0.45, -3.45)
H (0.90, -0.60, -3.02)
H (1.24, -1.81, -4.29)
H (0.69, -2.35, -2.68)
H (2.97, -3.88, -3.00)
H (3.19, -3.04, -4.51)
H (4.56, -3.07, -3.23)
H (4.56, -0.30, 1.31)
H (3.10, -1.24, 1.37)
H (3.09, 0.38, 0.78)
H (1.54, -2.48, -0.52)
C (2.64, 1.77, 4.40)
C (1.20, 2.47, 4.30)
C (0.54, 2.31, 5.70)
C (0.92, 3.21, 6.87)
C (0.89, 4.61, 6.32)
C (1.70, 4.83, 4.99)
N (1.19, 3.89, 3.97)
O (1.99, 4.12, 2.81)
C (1.42, 6.26, 4.58)
C (3.22, 4.66, 5.38)
C (0.45, 1.64, 3.23)
H (2.53, 0.72, 4.55)
H (3.29, 2.17, 5.18)
H (3.24, 1.72, 3.44)
H (-0.56, 2.40, 5.48)
H (0.60, 1.24, 6.00)
H (1.91, 2.96, 7.23)
H (0.18, 3.11, 7.63)
H (1.28, 5.32, 7.00)
H (-0.17, 4.93, 6.14)
H (0.34, 6.48, 4.38)
H (1.76, 7.09, 5.31)
H (1.94, 6.44, 3.68)
H (3.28, 3.95, 6.19)
H (3.82, 4.34, 4.49)
H (3.58, 5.54, 5.85)
H (0.95, 1.74, 2.25)
H (-0.58, 2.02, 3.18)
H (0.54, 0.60, 3.42)
H (1.34, 4.54, 2.21)
C (-4.10, -4.71, -0.66)
C (-4.57, -3.85, -1.81)
C (-3.50, -2.81, -2.13)
C (-3.81, -2.08, -3.40)
C (-3.86, -3.13, -4.48)
C (-4.91, -4.25, -4.28)
N (-4.76, -4.78, -2.92)
O (-5.53, -5.89, -2.68)
C (-6.35, -3.75, -4.64)
C (-4.58, -5.39, -5.20)
C (-5.94, -3.21, -1.46)
H (-3.30, -5.38, -1.04)
H (-4.94, -5.28, -0.23)
H (-3.60, -4.14, 0.11)
H (-3.39, -2.17, -1.26)
H (-2.55, -3.33, -2.19)
H (-3.16, -1.24, -3.69)
H (-4.77, -1.56, -3.31)
H (-2.89, -3.62, -4.55)
H (-3.98, -2.72, -5.49)
H (-7.08, -4.37, -4.08)
H (-6.48, -2.73, -4.29)
H (-6.47, -3.85, -5.68)
H (-5.29, -6.24, -5.12)
H (-4.53, -5.00, -6.21)
H (-3.65, -5.82, -4.94)
H (-6.31, -2.50, -2.22)
H (-6.05, -2.72, -0.53)
H (-6.59, -4.05, -1.40)
H (-6.42, -5.63, -2.54)
C (-2.58, -4.01, 4.96)
C (-3.62, -2.95, 4.50)
C (-4.80, -3.59, 3.79)
O (-4.23, -2.29, 5.60)
H (-2.29, -4.72, 4.18)
H (-3.08, -4.60, 5.76)
H (-1.74, -3.54, 5.48)
H (-3.16, -2.16, 3.86)
H (-4.50, -4.31, 3.06)
H (-5.52, -2.95, 3.32)
H (-5.33, -4.24, 4.54)
H (-3.55, -1.83, 6.13)
C (-2.22, 4.26, 2.12)
C (-1.21, 3.95, 1.02)
O (-0.21, 4.93, 1.14)
H (-2.92, 5.00, 1.78)
H (-1.63, 4.47, 3.02)
H (-2.91, 3.44, 2.31)
H (-1.73, 3.97, 0.06)
H (-0.86, 2.95, 1.21)
H (0.10, 5.10, 0.22)
C (-1.12, -0.65, -0.05)
C (-1.01, -1.85, 0.90)
O (-0.18, -2.77, 0.20)
H (-0.12, -0.23, -0.24)
H (-1.49, 0.23, 0.49)
H (-1.53, -0.81, -1.06)
H (-1.93, -2.37, 1.12)
H (-0.57, -1.44, 1.83)
H (-0.12, -3.65, 0.54)
C (2.32, -4.39, 2.76)
C (1.98, -5.30, 1.60)
O (0.54, -5.33, 1.42)
H (1.83, -4.73, 3.67)
H (1.85, -3.43, 2.49)
H (3.40, -4.33, 2.93)
H (2.33, -6.34, 1.85)
H (2.43, -4.93, 0.67)
H (0.07, -5.95, 2.02)
C (0.15, -4.96, -2.75)
C (-0.59, -5.96, -1.92)
O (-1.74, -6.55, -2.52)
H (0.65, -5.42, -3.62)
H (0.94, -4.59, -2.07)
H (-0.43, -4.14, -3.10)
H (-0.76, -5.58, -0.88)
H (0.06, -6.83, -1.71)
H (-2.39, -5.86, -2.75)

Löwdin population analysis, charges in e, atoms 1 to 99: -0.011 -0.492 -0.145 -0.173 -0.109 -0.462 -0.100 -0.020 0.004 -0.037 -0.008 0.059 0.085 0.071 0.121 0.120 0.117 0.095 0.132 0.097 0.059 0.067 0.076 0.085 0.055 0.089 0.094 0.080 0.041 0.084 -0.018 -0.503 -0.132 -0.208 -0.151 -0.445 -0.071 -0.057 -0.036 -0.017 -0.035 0.073 0.053 0.084 0.103 0.136 0.109 0.111 0.124 0.115 0.085 0.075 0.060 0.051 0.083 0.080 0.086 0.083 0.057 0.037 -0.028 -0.468 -0.143 -0.182 -0.153 -0.490 -0.071 -0.048 -0.054 -0.015 -0.032 0.055 0.056 0.088 0.126 0.126 0.103 0.102 0.102 0.131 0.095 0.116 0.056 0.051 0.098 0.061 0.086 0.074 0.059 0.063 -0.017 -0.501 -0.138 -0.180 -0.129 -0.505 -0.139 0.019 -0.001

=====

DFT (ωB97M-V/def2-TZVPD) results for C4H7NOS2 in the gas phase.

- Calculated total energy: -29464.9445 eV
- Largest force on an atom: 6.73 eV/Å
- SMILES string: C=NOCSCC=S
- Energy relative to the best compared isomer or geometry (same formula, charge and spin): 467.6 kJ/mol
- Frontier orbital gap: 0.320 hartree

CARTESIAN COORDINATES (ANGSTROEM)
C (2.92, -0.99, 0.30)
C (0.25, 0.78, -0.85)
C (-1.72, 0.49, 0.88)
C (-2.54, -0.38, -0.01)
H (2.73, -0.74, 1.45)
H (4.01, -1.42, 0.01)
H (-0.23, 0.02, -1.65)
H (1.00, 1.35, -1.49)
H (-0.84, -0.07, 1.29)
H (-2.35, 0.98, 1.74)
H (-3.22, 0.28, -0.58)
N (2.17, -0.53, -0.60)
O (1.13, 0.19, 0.14)
S (-1.08, 1.82, -0.27)
S (-2.21, -1.79, -0.37)

Okay, here come the natural (NBO) numbers, in e, for every atom: -0.115 -0.268 -0.578 -0.375 0.198 0.210 0.199 0.223 0.253 0.248 0.194 -0.131 -0.448 0.233 0.157